18
Properties=species:S:1:pos:R:3:forces:R:3:nbo_charge:R:1 method="wB97M-V/def2-TZVPD" spin_multiplicity=1 fmax_ev_per_a=2.76 total_energy_ev=-7872.296 total_charge=+1 homo_lumo_gap_ha=0.408 e_lumo_ha=-0.12683 homo_energy_ev=-14.55
C 0.072043 1.611566 -1.321847 -0.22 1.85 -0.29 -0.6434
C -1.047264 0.680251 -0.805535 0.31 -1.01 0.46 -0.4550
C -0.634146 -0.768971 -0.364778 -1.05 2.08 -1.18 0.1202
C -0.878898 -1.854046 -1.109653 -0.08 0.81 -1.34 -0.3738
N -0.027082 -0.797694 0.990920 0.38 -2.35 -1.40 -0.7312
H -0.593778 2.484364 -1.565351 1.19 -0.17 0.18 0.2371
H 0.502483 1.355598 -2.290326 -0.08 -0.55 0.13 0.2307
H 0.956056 2.001032 -0.694686 -1.69 -0.93 -0.33 0.2264
H -1.693953 0.389485 -1.666770 0.13 1.06 0.68 0.2460
H -1.623306 1.329673 -0.016474 0.73 -1.85 -1.19 0.2323
H -1.286973 -1.730301 -2.206979 0.72 -0.15 2.57 0.2630
H -0.642318 -2.876608 -0.825407 0.06 0.16 0.10 0.2262
H -0.570246 -0.169059 1.602007 0.55 -0.56 0.05 0.4517
H -0.124243 -1.829947 1.175173 0.19 1.32 1.01 0.4508
H 1.017036 -0.581347 0.987131 -1.28 0.30 0.45 0.4957
H 2.772459 0.790586 2.531800 -0.46 -0.51 0.10 0.5156
H 1.720589 -0.154687 3.203914 0.00 -0.08 1.17 0.4893
O 2.081541 0.120103 2.376861 0.61 0.60 -1.17 -0.9817

16
Properties=species:S:1:pos:R:3:forces:R:3:nbo_charge:R:1 method="wB97M-V/def2-TZVPD" spin_multiplicity=1 fmax_ev_per_a=3.64 total_energy_ev=-6827.383 total_charge=+1 homo_lumo_gap_ha=0.293 smiles="C=[NH+]C(=C)CC" e_lumo_ha=-0.21457 homo_energy_ev=-13.82
C 1.465104 1.938367 0.215365 0.69 0.16 -0.24 0.1239
N 1.538055 0.763330 -0.323713 -2.44 2.21 1.56 -0.4264
C 0.477579 -0.209121 -0.144270 2.07 -1.71 -0.48 0.1124
C 0.956430 -1.446939 -0.428731 -2.22 -0.06 -0.78 -0.3115
C -0.799180 -0.075101 0.690021 -0.55 -0.74 -2.26 -0.4517
C -2.044055 -0.683734 -0.105070 0.98 1.76 0.67 -0.5789
H 0.572733 2.341118 0.689979 0.23 -0.69 0.55 0.2301
H 2.340357 2.573611 0.168903 -0.13 0.29 -0.60 0.2281
H 2.064792 0.744987 -1.197321 0.91 -0.96 0.57 0.4647
H 0.181967 -2.109182 -0.819507 0.14 -0.58 1.18 0.2225
H 1.918705 -1.897208 -0.268215 0.76 0.66 -0.91 0.2392
H -0.603425 -0.698878 1.559021 -0.20 0.65 0.36 0.2493
H -1.101668 0.949721 0.858674 0.25 0.13 0.59 0.2260
H -2.843147 -0.752954 0.639168 0.04 -0.59 -0.50 0.2403
H -1.818574 -1.534984 -0.725222 -0.14 -0.66 0.46 0.2190
H -2.305672 0.096967 -0.809081 -0.38 0.13 -0.17 0.2131

52
Properties=species:S:1:pos:R:3:forces:R:3:nbo_charge:R:1 method="wB97M-V/def2-TZVPD" spin_multiplicity=1 fmax_ev_per_a=1.67 total_energy_ev=-290323.163 total_charge=-1 homo_lumo_gap_ha=0.224 e_lumo_ha=0.07751 homo_energy_ev=-4.00
Zn 0.248385 -0.278227 -0.222124 -0.15 -1.31 1.03 1.6817
O 2.742099 -1.575112 -2.491894 -0.21 0.07 -0.01 -1.0610
As 2.934058 0.049032 -1.734478 1.04 -0.47 -0.10 2.4241
O 4.555130 0.227984 -1.614865 -0.09 0.13 0.03 -1.1695
O 2.153243 -0.168724 -0.257304 0.10 0.18 -0.34 -1.3083
C 2.304824 1.162879 -3.195115 -0.24 0.14 0.33 -0.4646
C 2.862012 0.817644 -4.422249 0.03 0.08 0.06 -0.1660
C 2.637100 1.593866 -5.547075 0.00 -0.02 0.01 -0.2471
C 1.848760 2.731657 -5.443135 -0.02 0.02 -0.01 -0.1960
C 1.277232 3.075577 -4.231381 0.02 0.06 -0.07 -0.2869
C 1.496006 2.298731 -3.096366 -0.11 -0.14 -0.01 0.3960
S -0.544523 1.745608 -1.448433 0.44 0.81 -0.48 1.7673
O 0.894357 2.668638 -1.936030 0.12 -0.23 0.10 -0.7420
O -0.174740 0.398853 -2.044972 -0.42 0.67 -0.09 -1.0887
O -0.208949 1.652471 0.015668 -0.15 0.40 -0.44 -1.0519
H 3.654079 -1.861268 -2.620094 0.08 -0.02 0.01 0.4874
H 3.484840 -0.063986 -4.481091 0.01 0.00 -0.06 0.2236
H 3.076004 1.314409 -6.496093 0.01 0.00 0.00 0.2059
H 1.666034 3.351135 -6.312735 0.01 -0.01 -0.01 0.2041
H 0.647330 3.950967 -4.139218 -0.01 -0.01 0.03 0.2185
C -8.918315 0.210817 0.350536 0.10 0.01 -0.01 -0.6177
C -7.420683 0.163945 0.179049 -0.04 -0.07 0.02 -0.0467
C -6.756655 -1.033021 -0.042831 0.04 0.01 -0.03 -0.2251
C -5.377619 -1.091381 -0.236218 -0.10 -0.05 0.02 -0.0423
C -4.738088 -2.439226 -0.432722 -0.07 0.16 0.02 -0.6439
C -4.619786 0.088094 -0.210222 0.26 0.18 -0.06 -0.1885
Se -2.741555 0.096731 -0.650043 -0.71 -0.66 0.10 -0.5413
C -5.276379 1.306360 0.047025 -0.10 0.04 0.10 0.0702
C -4.540356 2.620489 0.126885 -0.06 -0.06 0.00 -0.6601
C -6.655324 1.320124 0.233978 0.06 0.00 0.00 -0.2577
H -9.338953 -0.795479 0.353684 -0.02 0.01 0.01 0.2038
H -9.389532 0.769066 -0.462176 -0.02 0.00 0.01 0.2063
H -9.195348 0.698983 1.287724 -0.02 -0.01 -0.01 0.2055
H -7.325429 -1.958897 -0.073962 -0.01 0.01 -0.01 0.1865
H -5.435620 -3.145010 -0.888240 -0.02 -0.01 0.04 0.2001
H -4.436733 -2.847405 0.535856 0.02 0.02 -0.08 0.2053
H -3.849180 -2.350626 -1.057292 0.00 -0.05 0.00 0.2415
H -3.477771 2.461384 0.294401 0.01 0.02 0.02 0.2467
H -4.945017 3.232319 0.936701 -0.03 0.01 -0.04 0.1975
H -4.651736 3.182033 -0.804860 0.06 -0.01 -0.01 0.2096
H -7.144939 2.272371 0.424715 0.01 -0.01 0.00 0.1882
Br -2.896887 -5.182821 0.939773 0.04 -0.03 -0.02 0.0749
C -1.329554 -4.302767 0.356302 0.00 -0.12 0.04 -0.1277
C -0.290674 -5.055108 -0.165943 0.02 0.06 0.01 -0.1724
C 0.890496 -4.407398 -0.474316 -0.03 -0.04 0.03 -0.2492
C 0.982921 -3.044782 -0.254145 0.08 -0.03 0.04 0.0710
N -0.057178 -2.319972 0.172214 0.14 0.06 -0.15 -0.5728
C -1.206820 -2.931846 0.472671 -0.04 0.10 0.10 0.0345
H -0.409576 -6.119675 -0.315424 0.02 0.00 0.03 0.2287
H 1.734684 -4.944029 -0.883167 0.01 0.01 0.03 0.2296
H 1.903671 -2.506319 -0.428596 -0.06 0.07 -0.12 0.2568
H -2.023747 -2.295389 0.792926 0.00 0.04 -0.06 0.2622

78
Properties=species:S:1:pos:R:3:forces:R:3:lowdin_charge:R:1 method="wB97M-V/def2-TZVPD" spin_multiplicity=2 fmax_ev_per_a=7.22 total_energy_ev=-64432.864 s_squared=0.77 total_charge=0 homo_lumo_gap_ha="0.206 / 0.207" e_lumo_ha="-0.13580 / -0.13474" homo_energy_ev="-9.31 / -9.31"
Ag 4.642348 2.752637 0.494952 -0.75 -0.62 -0.01 0.9375
C 1.068458 0.891067 -0.320668 0.45 0.08 -1.23 -1.0765
O 1.723108 0.629607 0.694002 1.75 -0.41 2.77 0.0584
O -0.049422 0.442597 -0.498308 -2.16 -0.57 -0.44 0.0542
O 1.702578 1.574367 -1.174238 0.63 1.13 -0.95 0.0225
C 2.308058 -2.263203 -6.980708 -0.24 -0.02 0.82 -0.0835
C 1.971488 -1.473843 -5.722128 -0.78 -0.85 0.05 -0.3544
O 3.077538 -0.714023 -5.324888 0.78 0.56 -0.18 -0.0763
H 2.988808 -3.060353 -6.681998 0.68 0.37 -0.46 0.0722
H 2.656778 -1.541293 -7.719178 0.34 -0.50 -0.18 0.0786
H 1.457188 -2.829603 -7.359258 -0.32 0.42 -0.04 0.0708
H 1.747678 -2.163913 -4.908608 -0.35 -0.26 0.04 0.1041
H 1.084888 -0.861873 -5.888068 -0.05 0.26 -0.04 0.1073
H 2.841438 -0.196923 -4.551288 -0.07 0.02 0.04 0.0798
C -3.941652 4.393837 1.460112 -3.79 2.46 0.96 -0.8248
O -4.670332 5.370107 1.568132 0.43 1.63 -0.04 0.0171
N -4.257902 3.448917 0.656032 -1.32 -3.75 -4.81 0.1625
N -3.050562 4.023417 2.297032 4.47 -0.57 3.70 0.1704
H -4.911812 3.676167 -0.079408 0.15 -0.22 0.15 0.1265
H -3.732532 2.589687 0.579782 -0.18 0.27 -0.21 0.1106
H -2.895592 4.575697 3.128342 0.09 -0.30 -0.29 0.1227
H -2.624272 3.115817 2.176062 0.16 0.43 0.52 0.1149
C 1.847428 4.373127 4.955302 2.57 -1.80 -2.01 -0.8276
O 2.755848 3.993877 4.234302 1.31 -0.65 -0.68 -0.0011
N 1.297288 5.516017 4.803202 -1.94 4.64 -0.55 0.1694
N 1.318038 3.667237 5.895132 -1.79 -3.07 3.59 0.1748
H 0.411378 5.672067 5.262452 0.33 0.74 -0.44 0.1182
H 1.783318 6.169437 4.205782 -0.65 0.07 0.16 0.1285
H 1.554188 2.693607 6.023112 0.08 0.34 -0.09 0.1251
H 0.694878 4.087787 6.569592 0.19 -0.32 -0.13 0.1159
C -0.973412 4.090737 -5.272228 -0.29 0.04 -0.73 -0.7528
O -1.587032 4.578817 -6.196028 -0.12 0.44 -0.32 0.0404
N -1.477202 3.320977 -4.328658 -1.82 -1.95 2.06 0.1568
N 0.350208 4.201817 -5.064318 2.40 1.28 -0.62 0.1360
H -0.843982 2.935837 -3.642508 -0.57 -0.11 -0.04 0.1002
H -2.416002 2.951777 -4.378228 0.24 0.18 -0.09 0.1183
H 0.747698 5.050897 -5.440048 0.25 -0.31 0.04 0.1069
H 0.780578 3.805867 -4.240848 -0.09 0.34 -0.22 0.0934
C -5.338972 -0.962963 -3.730618 -0.75 -0.42 -0.82 -0.8477
O -5.572122 0.170297 -3.508198 -1.70 4.01 0.46 0.0753
N -4.233652 -1.499483 -3.375298 5.96 -2.02 2.46 0.1517
N -6.049302 -1.847453 -4.394088 -2.82 -1.37 -1.61 0.1612
H -4.049942 -2.492023 -3.410338 0.11 0.43 0.06 0.1096
H -3.566262 -0.900903 -2.910118 -0.08 -0.32 -0.01 0.1232
H -6.927572 -1.541253 -4.787748 0.21 -0.57 -0.05 0.1209
H -5.626722 -2.755393 -4.525178 -0.88 0.26 -0.47 0.1059
C -4.696282 -1.183333 3.304062 1.66 0.81 -2.84 -0.8352
O -4.016792 -0.725343 4.144632 2.86 1.45 3.18 0.0782
N -4.407632 -1.236083 1.997492 1.68 0.04 -3.19 0.1457
N -5.878642 -1.621453 3.447142 -5.68 -2.17 1.97 0.1624
H -5.068522 -1.673363 1.371292 0.57 0.19 -0.03 0.0942
H -3.515852 -0.971443 1.604072 -0.20 -0.06 0.38 0.1078
H -6.263802 -1.547173 4.377862 -0.41 -0.20 -0.44 0.1319
H -6.411342 -1.841373 2.617712 -0.41 -0.02 0.93 0.1153
C 0.935438 -4.587303 0.125132 1.53 -5.33 -2.06 -0.8467
O 1.200718 -5.740633 -0.242208 -0.32 -0.27 0.28 -0.0028
N -0.019452 -3.907443 -0.358178 -5.08 2.03 -3.04 0.1755
N 1.635188 -3.939373 0.947582 3.78 2.92 4.37 0.1786
H -0.515892 -4.433923 -1.062778 -0.26 0.71 -0.06 0.1271
H -0.110682 -2.908093 -0.243848 -0.28 -0.29 -0.23 0.1171
H 2.406398 -4.415053 1.393742 -0.13 0.57 -0.05 0.1294
H 1.430578 -2.951723 1.000382 0.78 -0.17 0.77 0.1169
C 2.096678 -1.831523 5.982832 -2.53 -1.97 6.47 -0.7406
O 1.903568 -2.226843 7.193422 0.78 0.98 -3.24 -0.0477
N 3.230168 -1.825003 5.383552 5.48 -0.25 -1.90 0.1576
N 1.130658 -1.406473 5.216552 -2.21 1.07 -1.56 0.1637
H 3.367048 -1.462693 4.450762 -0.20 -0.12 0.24 0.1099
H 4.075508 -2.170153 5.815262 -0.48 0.09 0.25 0.1238
H 0.187898 -1.372733 5.577342 0.25 0.16 -0.36 0.1277
H 1.437528 -1.035713 4.328592 -1.12 0.10 0.03 0.1062
C 6.539368 -2.099563 0.423312 -1.09 4.62 -0.16 -0.8231
O 6.483498 -0.889443 0.645562 0.04 1.20 -0.33 -0.0220
N 6.133458 -2.633773 -0.688908 -0.90 -0.75 -2.85 0.1784
N 6.899708 -2.905473 1.324772 2.05 -4.85 4.41 0.1773
H 5.603348 -1.975913 -1.242338 0.08 -0.76 -0.50 0.1264
H 6.219418 -3.629893 -0.831968 -0.43 0.45 -0.53 0.1188
H 6.732008 -3.890213 1.175482 0.29 0.13 0.40 0.1191
H 7.241798 -2.621063 2.231512 -0.15 0.17 -0.45 0.1317